Below is C40H36N3O2PS3Tm as an isolated structure at a distorted geometry, with properties calculated with ωB97M-V/def2-TZVPD.

```
86
Properties=species:S:1:pos:R:3:forces:R:3:mulliken_charge:R:1
H 3.41626 1.29609 5.35354 -0.02 -0.01 -0.05 0.409
C 1.26847 -4.11723 2.68594 0.05 0.04 -0.02 -1.047
H 0.27054 0.18785 -3.73037 0.07 0.03 -0.02 0.041
C -3.70830 3.84533 -0.28150 -0.23 0.08 0.07 -0.927
H -0.41583 -5.16851 3.51812 0.03 0.02 -0.02 0.410
H -1.49069 -4.10604 -2.97529 0.00 -0.06 0.00 0.612
N 1.96921 2.18765 -0.01957 0.07 -0.13 -0.12 0.212
H 4.82871 0.13745 3.69652 -0.02 0.02 -0.02 0.471
C -0.46287 2.17197 4.85773 -0.11 0.01 -0.02 -0.978
H -2.06599 -3.60734 2.55109 0.02 0.04 -0.01 0.579
S -3.41391 -2.03695 -1.38616 -0.07 0.09 0.23 -0.030
H -2.31751 -3.60156 -0.07148 0.01 -0.06 0.03 -0.137
C 1.68928 -3.03725 1.92529 -0.02 0.01 -0.01 -0.352
H 1.31306 2.21613 6.04182 -0.06 -0.06 -0.09 0.436
H 0.34821 4.76353 1.34647 0.00 0.05 0.03 0.582
H -4.68981 -2.32267 -3.36710 -0.03 -0.05 -0.10 0.592
C 1.09409 0.94712 2.85304 0.03 -0.06 0.09 -0.450
C -0.26404 1.33924 2.57942 -0.15 0.04 -0.20 -0.155
S -0.16832 -2.36035 -2.04976 0.05 0.10 -0.01 0.630
C 2.46782 -0.10201 -1.91330 0.03 -0.03 -0.01 -0.526
H -3.38284 4.81913 0.05865 -0.02 -0.04 -0.04 0.529
H -4.23667 -0.02732 -3.74042 -0.05 -0.01 -0.04 0.499
C -4.87483 3.66746 -1.00174 -0.02 0.05 0.01 -0.546
C 3.37658 -2.00491 -0.77795 0.01 -0.04 -0.04 -0.547
H -3.24358 -4.41881 -1.32208 0.04 -0.06 0.01 0.651
C 1.65434 1.30044 4.11335 -0.06 -0.02 -0.04 1.351
C 3.21353 2.65443 0.04861 -0.19 -0.14 -0.04 -0.181
H 4.81270 -1.62907 -3.83010 -0.05 0.01 0.05 0.416
C 1.91490 0.19340 1.96119 -0.03 0.34 -0.33 0.835
H 2.00508 -4.77189 3.13816 -0.05 0.05 -0.04 0.454
H -0.69350 -4.59686 -1.49636 -0.02 -0.07 -0.01 0.535
H -1.08764 2.63135 5.61601 0.05 -0.05 -0.06 0.411
C 3.22521 -0.06185 2.25880 0.13 -0.03 0.02 -0.007
H -0.64786 -0.27144 -5.16178 0.06 0.00 -0.03 0.758
C -5.23442 2.38140 -1.37579 -0.12 0.09 -0.03 -0.977
N -0.86724 1.22434 1.29908 0.67 0.02 0.12 -0.040
C -3.38482 -0.69366 -3.87007 0.06 -0.04 0.17 -1.069
C -0.26799 -1.90588 -3.81697 0.01 0.05 0.04 -1.239
C -2.54810 -3.60062 -1.13493 -0.03 0.04 -0.08 -0.133
H 3.99026 1.99567 -0.33087 -0.02 0.02 0.02 0.394
H 3.84760 -0.59241 1.54652 -0.02 -0.02 0.02 0.417
O -1.57925 3.96061 1.54930 -0.28 0.12 0.12 -0.690
C 4.16395 -1.43325 -2.98376 -0.02 0.07 -0.02 -0.739
C -4.40263 1.34290 -1.02054 0.08 -0.16 0.23 -0.182
S -1.99568 0.29239 -3.27740 0.06 0.19 -0.22 0.233
H 2.75004 -2.85357 1.85129 0.04 0.04 0.01 0.291
P 1.18500 -0.55149 0.46042 0.79 -1.18 0.52 0.549
N -3.25675 1.49822 -0.33886 -0.47 0.36 -0.22 0.033
H -3.02111 -2.81874 -3.59292 0.00 0.00 -0.04 0.312
C -0.08597 -4.34020 2.90368 0.05 -0.07 0.03 -0.792
H 2.66859 5.65156 1.46808 -0.04 -0.07 -0.04 0.474
H 3.42888 -2.68168 0.05910 -0.03 -0.02 0.02 0.171
H -5.49914 4.51349 -1.26320 0.04 -0.04 0.02 0.457
C 3.29604 -0.34634 -3.00053 0.01 -0.04 0.03 -0.998
H -1.02128 -2.54023 -4.28249 0.04 0.03 -0.02 0.510
C 0.77555 -2.16656 1.31912 0.09 0.08 0.07 1.589
C 2.49330 -0.92863 -0.78060 0.03 0.16 -0.02 0.830
H 3.27376 0.31739 -3.85946 -0.02 -0.04 0.08 0.473
H -1.32602 -1.73086 1.20554 -0.34 0.20 -0.01 0.879
C 3.01084 1.00002 4.39202 -0.02 0.03 0.03 -0.843
H -3.25214 -0.84273 -4.94128 -0.09 -0.02 -0.05 0.604
C -0.55100 -0.43233 -4.08782 -0.10 -0.11 0.11 -0.707
Tm -1.30366 0.08696 -0.45555 -1.52 -3.35 0.03 -0.380
C 3.52118 3.89572 0.57250 0.12 0.07 0.02 -1.017
C 3.79043 0.35525 3.48000 0.01 -0.03 -0.04 -1.202
H 0.69785 -2.15626 -4.25599 -0.02 0.00 -0.05 0.659
H 4.54811 4.24109 0.61027 -0.10 -0.04 0.00 0.447
C -0.57123 -2.40510 1.57628 0.21 -0.28 0.02 -0.501
C 0.85556 1.93653 5.09709 0.07 -0.01 0.02 -1.118
C -2.92613 2.74495 0.03299 -0.05 0.07 -0.07 0.556
C -1.00838 -3.47002 2.35715 -0.12 0.04 -0.06 -1.013
C 4.20118 -2.25655 -1.86991 -0.01 -0.03 0.04 -0.889
C -1.01580 1.87102 3.59501 -0.04 0.10 0.14 -0.182
H 4.87195 -3.10807 -1.84548 -0.03 0.07 0.01 0.467
H -4.67552 0.32292 -1.25893 0.00 -0.04 -0.04 0.744
C -3.65577 -2.03722 -3.18647 0.05 0.09 0.03 -0.856
C 2.47698 4.67174 1.04391 -0.07 0.06 0.03 -0.760
C -0.42305 2.28121 0.23954 0.43 0.91 1.03 2.720
H -2.05211 2.11027 3.39553 0.04 0.05 -0.03 0.528
H 1.80980 0.75920 -1.91183 -0.02 -0.01 -0.02 0.767
C 1.17768 4.18911 0.97457 -0.02 -0.07 0.04 -0.859
O -0.53375 1.74043 -1.04017 0.96 2.57 -0.60 -0.701
H -6.14909 2.18588 -1.92159 0.07 -0.01 0.04 0.458
C 0.96279 2.92446 0.43317 -0.18 0.03 -0.06 -0.786
C -1.61903 3.07912 0.71736 0.39 -0.03 -0.64 0.038
C -1.27409 -3.79794 -1.95488 -0.02 0.08 0.12 -1.457
```
Positions in Å, forces in eV/Å.

Output
spin multiplicity: 3
HOMO level (alpha / beta): -9.6 / -9.6 eV
net charge: +1
LUMO level (alpha / beta): -2.2 / -2.2 eV
HOMO-LUMO gap (alpha / beta): 7.38 / 7.40 eV